{"formula": "C3H12N2O2", "method": "ωB97M-V/def2-TZVPD", "e_above_lowest_kcal_mol": 25.3, "max_force_ha_per_bohr": 0.0298, "total_energy_ha": -381.47458, "charge": 0, "spin_multiplicity": 1, "homo_lumo_gap_ev": 8.31, "elements": ["C", "C", "N", "C", "N", "H", "H", "H", "H", "H", "H", "H", "H", "O", "H", "H", "O", "H", "H"], "coordinates": [[0.646, -1.338, -1.225], [-0.373, -0.842, -0.233], [-0.182, -1.311, 1.085], [-1.442, -0.165, -0.657], [-2.496, 0.284, 0.162], [1.605, -1.306, -0.703], [0.501, -2.369, -1.555], [0.757, -0.667, -2.074], [0.124, -2.273, 1.114], [-1.049, -1.305, 1.617], [-1.451, 0.038, -1.721], [-2.214, 0.633, 1.056], [-3.185, 0.836, -0.312], [1.150, 1.902, -1.392], [1.441, 1.840, -0.474], [0.189, 1.828, -1.356], [2.111, 0.935, 1.957], [2.059, 0.021, 1.655], [1.203, 1.236, 2.040]]}